Entry 1
Density functional theory data (ωB97M-V/def2-TZVPD) for C24H42N8NdO3S as an isolated structure.

## Properties
**Multiplicity**: 4
**LUMO level (alpha / beta)**: -6.8 / -6.6 eV
**E_HOMO (alpha / beta)**: -15.7208 / -15.7214 eV
**Charge**: +3
**Gap between HOMO and LUMO (alpha / beta)**: 8.97 / 9.14 eV

```
79
Properties=species:S:1:pos:R:3:lowdin_spin:R:1
Nd 0.468 -1.299 -0.869 3.024
N 2.592 -2.576 -1.642 -0.003
C 2.166 -3.992 -1.385 0.000
C 1.116 -4.320 -2.439 0.000
N -0.112 -3.521 -2.411 -0.003
C -0.584 -3.162 -3.775 0.000
C 0.192 -2.018 -4.410 0.000
N 0.144 -0.816 -3.557 -0.002
C -1.197 -4.300 -1.681 0.000
C -2.328 -3.345 -1.236 0.000
N -1.736 -2.346 -0.253 -0.006
H 2.921 -2.519 -2.617 0.000
H 3.309 -2.268 -1.052 0.000
H 1.823 -4.079 -0.371 0.000
H 2.997 -4.677 -1.422 0.000
H 0.935 -5.390 -2.399 0.000
H 1.676 -4.199 -3.412 0.000
H -1.658 -2.895 -3.627 0.000
H -0.567 -4.031 -4.421 0.000
H -0.285 -1.795 -5.386 0.000
H 1.256 -2.297 -4.534 0.000
H -0.805 -0.417 -3.607 0.000
H 0.854 -0.157 -3.873 0.000
H -0.721 -4.712 -0.825 0.000
H -1.613 -5.055 -2.375 0.000
H -3.143 -3.921 -0.791 0.000
H -2.691 -2.777 -2.081 0.000
H -1.628 -2.832 0.631 0.000
H -2.438 -1.638 -0.103 0.000
N -1.632 2.800 0.435 0.000
C -0.327 2.823 -0.175 0.000
C -0.251 3.588 -1.561 0.000
C 1.075 4.366 -1.637 0.000
C 1.003 5.811 -1.087 0.000
N 0.214 6.725 -1.857 0.000
C -0.173 7.929 -1.449 0.000
N -1.017 8.605 -2.197 0.000
N 0.330 8.443 -0.366 0.000
C 0.106 1.423 -0.505 0.000
O 1.254 1.004 -0.266 -0.001
O -0.743 0.625 -1.087 -0.006
H -2.280 2.321 -0.166 0.000
H -1.956 3.708 0.727 0.000
H 0.370 3.255 0.587 0.000
H -1.180 4.136 -1.652 0.000
H -0.367 2.823 -2.352 0.000
H 1.551 4.420 -2.637 0.000
H 1.777 3.841 -1.000 0.000
H 2.048 6.108 -0.986 0.000
H 0.549 5.772 -0.081 0.000
H 0.204 6.560 -2.864 0.000
H -1.453 8.218 -3.038 0.000
H -1.205 9.587 -2.037 0.000
H 1.109 8.043 0.105 0.000
H -0.092 9.303 0.054 0.000
O 1.001 -2.113 1.162 -0.006
S 0.829 -2.879 2.487 0.000
C 1.717 -1.883 3.713 0.000
C 1.308 -2.260 5.026 0.000
C 1.768 -1.526 6.091 0.000
C 2.659 -0.455 5.833 0.000
C 3.082 -0.166 4.544 0.000
C 2.587 -0.869 3.459 0.000
C -0.869 -2.646 2.898 0.000
C -1.605 -3.780 3.094 0.000
C -2.956 -3.694 3.370 0.000
C -3.570 -2.460 3.401 0.000
C -2.849 -1.295 3.060 0.000
C -1.468 -1.369 2.902 0.000
H 0.722 -3.136 5.241 0.000
H 1.547 -1.832 7.094 0.000
H 3.098 0.071 6.674 0.000
H 3.771 0.645 4.351 0.000
H 2.849 -0.640 2.438 0.000
H -1.174 -4.776 2.997 0.000
H -3.463 -4.607 3.566 0.000
H -4.578 -2.411 3.781 0.000
H -3.351 -0.355 3.155 0.000
H -0.909 -0.447 2.676 0.000
```

=====

Entry 2
Density functional theory data (ωB97M-V/def2-TZVPD) for C24H42N8NdO3S as an isolated structure.

## Properties
**Multiplicity**: 4
**LUMO level (alpha / beta)**: -6.7 / -6.6 eV
**E_HOMO (alpha / beta)**: -15.7912 / -15.7913 eV
**Charge**: +3
**Gap between HOMO and LUMO (alpha / beta)**: 9.09 / 9.20 eV

```
79
Properties=species:S:1:pos:R:3:lowdin_spin:R:1
Nd 0.844 0.981 0.537 3.031
N 0.964 0.628 3.019 -0.005
C 2.174 -0.075 3.516 0.000
C 3.020 -0.548 2.381 0.001
N 3.284 0.388 1.261 -0.005
C 3.910 -0.560 0.220 0.000
C 3.768 0.056 -1.135 0.000
N 2.309 0.039 -1.481 -0.005
C 4.207 1.477 1.602 0.000
C 3.459 2.750 2.108 0.000
N 2.265 3.069 1.347 -0.003
H 0.849 1.529 3.565 0.000
H 0.174 0.108 3.274 0.000
H 1.936 -0.910 4.165 0.000
H 2.727 0.661 4.147 0.000
H 2.485 -1.386 1.896 0.000
H 3.994 -0.995 2.742 0.000
H 3.338 -1.486 0.175 0.000
H 4.934 -0.873 0.427 0.000
H 4.350 -0.565 -1.817 0.000
H 4.097 1.042 -1.183 0.000
H 2.027 -0.936 -1.624 0.000
H 2.105 0.602 -2.325 0.000
H 4.777 1.782 0.742 0.000
H 4.941 1.097 2.382 0.000
H 4.219 3.558 2.124 0.000
H 3.204 2.658 3.189 0.000
H 2.581 3.582 0.496 0.000
H 1.815 3.827 1.789 0.000
N -1.423 -1.684 3.284 0.000
C -1.680 -2.189 1.872 0.000
C -1.087 -3.590 1.667 0.000
C -2.140 -4.588 2.223 0.000
C -3.460 -4.487 1.424 0.000
N -4.488 -3.865 2.215 0.000
C -5.484 -4.557 2.769 0.000
N -5.517 -5.880 2.961 0.000
N -6.611 -3.832 3.071 0.000
C -0.853 -1.237 1.036 0.000
O 0.300 -1.488 0.619 -0.001
O -1.335 -0.016 0.962 -0.006
H -1.676 -2.368 3.995 0.000
H -2.065 -0.916 3.386 0.000
H -2.717 -2.052 1.470 0.000
H -0.155 -3.652 2.229 0.000
H -0.942 -3.802 0.582 0.000
H -2.338 -4.439 3.294 0.000
H -1.720 -5.646 2.214 0.000
H -3.758 -5.510 1.193 0.000
H -3.345 -3.893 0.442 0.000
H -4.550 -2.865 2.283 0.000
H -4.700 -6.468 2.789 0.000
H -6.326 -6.356 3.280 0.000
H -6.608 -2.853 2.972 0.000
H -7.321 -4.246 3.640 0.000
O 0.113 2.181 -1.242 -0.006
S -0.873 2.247 -2.451 0.000
C 0.015 1.452 -3.772 0.000
C -0.512 0.236 -4.203 0.000
C 0.113 -0.416 -5.244 0.000
C 1.371 -0.073 -5.724 0.000
C 1.953 1.073 -5.138 0.000
C 1.214 1.892 -4.307 0.000
C -0.887 3.927 -3.033 0.000
C 0.195 4.807 -2.701 0.000
C 0.158 6.074 -3.206 0.000
C -1.007 6.539 -3.847 0.000
C -2.047 5.685 -4.114 0.000
C -2.031 4.391 -3.662 0.000
H -1.415 -0.109 -3.812 0.000
H -0.440 -1.254 -5.635 0.000
H 1.847 -0.566 -6.540 0.000
H 2.933 1.398 -5.399 0.000
H 1.550 2.844 -3.980 0.000
H 0.973 4.477 -1.964 0.000
H 0.898 6.830 -2.896 0.000
H -1.075 7.551 -4.198 0.000
H -2.922 6.097 -4.608 0.000
H -2.880 3.696 -3.734 0.000
```

=====

In order of decreasing stability: entry 1, entry 2.